DFT (ωB97M-V/def2-TZVPD) results for a molecular structure, C27H31F2N7O5S6SbW in a non-equilibrium geometry.

Computed properties:
* Kohn-Sham gap (spin up / spin down): 4.63 / 6.36 eV
* spin multiplicity: 4
* molar mass: 1069.59 g/mol
* charge: 0
* HOMO energy (spin up / spin down): -5.1729 / -6.8987 eV

The geometry in XYZ format:
```
80
C27H31F2N7O5S6SbW ωB97M-V/def2-TZVPD
W -0.7793 0.6319 -0.4500
S -0.6784 0.8028 -5.5295
Sb 0.2387 2.0461 -3.8582
S -1.7531 2.2320 -2.0845
S -0.2077 2.9735 -0.8355
C 1.2772 2.6498 4.1699
N 0.0929 1.8280 4.0616
C -0.9327 1.7593 4.9683
C -1.8375 0.8835 4.5084
N -1.3764 0.3886 3.2880
C -0.1797 0.9928 3.0193
S 0.8266 0.8794 1.6444
C -2.0536 -0.5426 2.4995
C -3.2562 -1.0812 2.9572
C -3.8711 -2.0859 2.2549
C -3.2013 -2.6034 1.1414
C -2.0406 -2.0076 0.7393
N -1.4731 -0.9045 1.3161
H 1.7212 2.5291 5.1570
H 1.0376 3.7018 4.0081
H 1.9823 2.3262 3.4098
H -0.9402 2.3351 5.8763
H -2.7742 0.5956 4.9411
H -3.7060 -0.7079 3.8642
H -4.8177 -2.4932 2.5787
H -3.5892 -3.4590 0.6069
H -1.4735 -2.4397 -0.0707
F -5.2402 3.4607 3.1255
C -4.2891 2.9114 2.3343
C -4.6339 1.9211 1.4413
C -3.6353 1.3331 0.6755
C -2.2816 1.6928 0.7599
C -2.0223 2.7663 1.6307
C -2.9900 3.3688 2.4208
H -5.6680 1.6141 1.3534
H -3.9375 0.5589 -0.0218
H -1.0208 3.1747 1.6955
H -2.7423 4.1896 3.0817
C 3.0233 -1.8262 0.4346
S 1.2557 -2.0320 0.7706
C 1.1874 -3.7248 0.1203
O 0.5048 -1.2696 -0.3120
H 3.5553 -2.6109 0.9727
H 3.3302 -0.8484 0.7907
H 3.1905 -1.9012 -0.6370
H 1.8140 -4.3736 0.7293
H 1.5320 -3.7162 -0.9125
H 0.1530 -4.0571 0.1774
C 5.1902 1.1147 -2.0186
N 4.5154 2.0769 -1.1896
C 5.2361 3.1459 -0.5153
C 4.1084 3.9440 0.1468
N 3.0031 2.9905 0.1276
C 3.2396 1.9953 -0.7610
S 2.1566 0.8038 -1.2326
H 5.8268 1.6319 -2.7370
H 4.4443 0.5370 -2.5585
H 5.8066 0.4361 -1.4200
H 5.8042 3.7387 -1.2329
H 5.9314 2.7272 0.2214
H 3.8612 4.8421 -0.4255
H 4.3504 4.2353 1.1682
H 2.0553 3.2986 0.2587
F 2.3835 -3.5687 -3.5570
C 1.0731 -3.6673 -3.8491
C 0.2553 -2.6535 -3.5315
N -1.1004 -2.7215 -3.7240
C -2.0265 -1.6198 -3.4319
C -1.5873 -0.7422 -2.3133
O -2.3078 -0.4972 -1.2901
O -0.4182 -0.2219 -2.2570
C -1.6755 -3.8257 -4.3407
O -2.8676 -3.9303 -4.5318
N -0.7835 -4.8175 -4.6867
C 0.5996 -4.8753 -4.4924
O 1.2465 -5.8357 -4.8387
H 0.6626 -1.7507 -3.1043
H -2.9911 -2.0564 -3.1858
H -2.1205 -0.9959 -4.3327
H -1.1916 -5.6002 -5.1773
```

These are the Löwdin partial charges, in e, on atoms 1 to 6: number 1, W, carries 1.057; number 2, S, carries -0.309; number 3, Sb, carries 0.472; number 4, S, carries 0.136; number 5, S, carries 0.043; number 6, C, carries -0.023


DFT (ωB97M-V/def2-TZVPD) results for a molecular structure, C27H31GaGeN6O3S2.

Computed properties:
* Kohn-Sham gap (spin up / spin down): 7.21 / 8.31 eV
* spin multiplicity: 2
* molar mass: 694.05 g/mol
* charge: +1
* HOMO energy (spin up / spin down): -9.2748 / -11.2443 eV

The geometry in XYZ format:
```
71
C27H31GaGeN6O3S2 ωB97M-V/def2-TZVPD
Ga 1.4057 -2.0209 -1.0060
N 4.5997 -0.8590 1.2712
C 5.3231 -0.7858 0.1020
C 4.6280 -1.5136 -0.8057
N 3.4991 -2.0353 -0.2111
C 3.5077 -1.6078 1.0403
C 2.4078 -1.8666 1.9496
N 1.5874 -2.8835 1.7852
C 0.6164 -2.7254 2.7434
C 0.8501 -1.5978 3.4724
N 1.9997 -1.0590 2.9586
H 4.8569 -0.4236 2.1415
H 6.2501 -0.2459 0.0349
H 4.8574 -1.6841 -1.8425
H -0.1847 -3.4361 2.8608
H 0.3216 -1.1382 4.2888
H 2.3713 -0.1539 3.1996
N 1.6975 -4.0560 -1.4696
C 0.5911 -4.9722 -1.0801
C -0.6620 -4.7676 -1.9150
C -1.4349 -3.5025 -1.5964
N -0.6537 -2.3124 -1.9584
H 1.9797 -4.2398 -2.4300
H 2.5112 -4.2431 -0.8859
H 0.3924 -4.7834 -0.0239
H 0.9311 -6.0039 -1.1746
H -1.3150 -5.6259 -1.7480
H -0.4109 -4.7901 -2.9823
H -1.6406 -3.4515 -0.5257
H -2.4002 -3.5191 -2.1082
H -1.1029 -1.4651 -1.6198
H -0.5721 -2.2030 -2.9669
O 0.0069 0.9043 -1.3119
S 1.5515 0.9337 -1.4595
O 2.0926 0.5194 -0.1847
O 1.9750 2.1838 -2.0053
S 1.8916 -0.5953 -2.8026
C -2.4486 5.5067 -3.1053
C -2.6251 4.1794 -3.4780
C -2.2066 3.1638 -2.6338
C -1.6046 3.4656 -1.4122
C -1.4332 4.7982 -1.0468
C -1.8554 5.8166 -1.8902
Ge -1.0335 2.0397 -0.2586
C -2.4278 0.7607 0.1605
C -2.0908 -0.4579 0.7589
C -3.0754 -1.3812 1.0793
C -4.4084 -1.1005 0.7978
C -4.7526 0.1045 0.2043
C -3.7665 1.0333 -0.1082
C -0.0010 2.5364 1.3001
C 1.1493 3.3209 1.2046
C 1.8653 3.6573 2.3438
C 1.4379 3.2195 3.5917
C 0.2903 2.4446 3.6986
C -0.4243 2.1049 2.5568
H -2.7751 6.3003 -3.7645
H -3.0866 3.9391 -4.4269
H -2.3445 2.1309 -2.9355
H -0.9711 5.0481 -0.0985
H -1.7183 6.8500 -1.6005
H -1.0517 -0.6813 0.9906
H -2.8110 -2.3140 1.5632
H -5.1783 -1.8184 1.0509
H -5.7900 0.3273 -0.0090
H -4.0474 1.9745 -0.5682
H 1.5021 3.6590 0.2368
H 2.7534 4.2697 2.2574
H 1.9896 3.4980 4.4807
H -0.0611 2.1218 4.6710
H -1.3243 1.5083 2.6551
```

These are the Löwdin partial charges, in e, on atoms 1 to 6: number 1, Ga, carries 0.420; number 2, N, carries 0.143; number 3, C, carries -0.042; number 4, C, carries -0.114; number 5, N, carries 0.013; number 6, C, carries -0.296


DFT (ωB97M-V/def2-TZVPD) results for a molecular structure, C27H31N5O5S.

Computed properties:
* Kohn-Sham gap: 8.09 eV
* molar mass: 537.64 g/mol
* charge: 0
* HOMO energy: -8.0580 eV

The geometry in XYZ format:
```
69
C27H31N5O5S ωB97M-V/def2-TZVPD
C 4.8511 -0.4300 -5.3913
H 5.6838 -0.8747 -5.9344
O 3.9984 -1.4986 -5.0599
C 2.8803 -1.2320 -4.3282
C 2.4757 0.0335 -3.9196
C 1.3242 0.1805 -3.1689
C 0.5615 -0.9167 -2.8016
C 0.9587 -2.1763 -3.2320
C 2.1002 -2.3364 -3.9865
H 2.4181 -3.3127 -4.3173
H 0.3679 -3.0431 -2.9726
C -0.6798 -0.7439 -1.9673
N -0.5189 0.2363 -0.9062
C -1.2119 1.4037 -1.0248
O -1.9041 1.6111 -2.0245
C -1.1735 2.4199 0.0160
C -1.8059 3.6641 -0.1402
N -2.4442 4.1023 -1.2260
H -2.5579 3.4552 -1.9934
H -2.8768 5.0137 -1.1767
C -1.6546 4.4402 1.0530
N -0.9927 3.8514 2.0274
S -0.4991 2.3717 1.6203
C -2.2049 5.7994 1.2129
O -2.8492 6.3577 0.3384
N -1.9342 6.3617 2.4073
H -2.2660 7.2889 2.6104
H -1.3980 5.8470 3.0843
C 0.3446 -0.0813 0.2097
C -0.4092 -0.5889 1.4212
C -1.7562 -0.9116 1.3807
C -2.4053 -1.4212 2.4945
C -1.7037 -1.6240 3.6765
C -0.3444 -1.2995 3.7220
C 0.2882 -0.7886 2.6127
H 1.3372 -0.5362 2.6588
H 0.1879 -1.4557 4.6465
O -2.2316 -2.1249 4.8242
C -3.6030 -2.4394 4.8560
H -4.2219 -1.5586 4.6583
H -3.7993 -2.7977 5.8651
H -3.8519 -3.2283 4.1386
H -3.4563 -1.6520 2.4232
H -2.3236 -0.7552 0.4749
H 0.9112 0.8202 0.4798
C 1.4501 -1.1055 -0.1637
O 2.5618 -0.7513 -0.4850
N 1.0712 -2.3879 -0.0360
H 0.1764 -2.5910 0.3821
C 2.0023 -3.4916 -0.1451
H 2.7113 -3.2328 -0.9348
C 1.2430 -4.7912 -0.4017
C 0.7726 -5.2625 0.9855
H 0.9098 -6.3376 1.0914
C 1.6187 -4.4875 2.0142
H 1.0018 -3.7610 2.5457
H 2.0608 -5.1502 2.7560
C 2.6903 -3.7629 1.1967
H 3.5517 -4.4096 1.0313
H 3.0325 -2.8438 1.6677
H -0.2885 -5.0563 1.1295
H 0.4146 -4.6491 -1.0937
H 1.9256 -5.5184 -0.8395
H -1.4933 -0.3693 -2.5992
H -0.9832 -1.7042 -1.5381
H 1.0208 1.1686 -2.8563
H 3.0492 0.9107 -4.1725
H 4.3499 0.3004 -6.0352
H 5.2294 0.0730 -4.4958
```

These are the natural (NBO) partial charges, in e, on atoms 1 to 6: number 1, C, carries -0.252; number 2, H, carries 0.198; number 3, O, carries -0.495; number 4, C, carries 0.309; number 5, C, carries -0.314; number 6, C, carries -0.108